Run A
Below is one molecule with the formula C2H3NO2S, with properties calculated with ωB97M-V/def2-TZVPD.

Element x y z (Å)
C1 -0.0631 1.4979 0.3832
C2 -0.8619 -0.7438 -0.2742
N1 0.4034 -1.1220 -0.1570
O1 0.7398 -2.0512 0.5977
O2 1.3301 -0.2102 -0.6872
S1 1.4659 1.3628 -0.0090
H1 -0.3505 2.3673 0.9575
H2 -1.6492 -1.2605 0.2215
H3 -1.0146 0.1598 -1.0325

## Properties
* total charge: 0
* HOMO level: -8.45 eV
* LUMO level: -0.9 eV
* orbital gap: 7.597 eV

Run B
Below is C2H3NO2S as an isolated structure, with properties calculated with ωB97M-V/def2-TZVPD.

Element x y z (Å)
C1 -1.2269 -0.4823 0.0234
C2 0.7951 -0.5576 0.3115
N1 -1.3839 0.7051 -0.2435
O1 -1.7355 -1.5436 0.1407
O2 -0.6026 1.7274 -0.1118
S1 1.1618 1.1245 0.3536
H1 0.8020 -1.0213 -0.6826
H2 0.7031 -1.0275 1.2756
H3 1.4868 1.0754 -1.0670

## Properties
* total charge: 0
* HOMO level: -8.76 eV
* LUMO level: -0.4 eV
* orbital gap: 8.390 eV

Run C
Below is a 2-piece molecular cluster, C2H3NO2S overall, with properties calculated with ωB97M-V/def2-TZVPD.

Element x y z (Å)
C1 -0.6753 1.8103 -0.9410
C2 0.1981 0.9409 -0.4481
N1 0.5084 -2.4393 1.0853
O1 -0.2263 -2.8000 1.9216
O2 1.4303 -2.7688 0.4169
S1 0.3448 0.6566 1.2414
H1 -1.2044 1.7595 -1.8407
H2 -1.0448 2.7071 -0.4405
H3 0.6691 0.1337 -0.9948

## Properties
* total charge: 0
* HOMO level (spin up / spin down): -9.33 / -8.76 eV
* LUMO level (spin up / spin down): -0.6 / -2.0 eV
* orbital gap (spin up / spin down): 8.692 / 6.727 eV

Run D
Below is one molecule with the formula C2H3NO2S, with properties calculated with ωB97M-V/def2-TZVPD.

Element x y z (Å)
C1 0.5265 -0.7324 0.4680
C2 0.1022 0.1832 -0.6765
H1 -0.7527 1.4556 1.1924
H2 0.9605 -1.6401 0.1023
H3 0.2201 0.1209 -2.5558
N1 -0.0540 -0.7610 1.6333
O1 0.2354 -0.5605 -1.8281
O2 -0.3477 1.2794 -0.5807
S1 -0.8904 0.6548 2.2450

## Properties
* total charge: 0
* HOMO level: -9.41 eV
* LUMO level: -0.2 eV
* orbital gap: 9.182 eV
* structure (SMILES): O=C(O)/C=N\S

The least stable of them is run A.

Run A
Below is one molecule with the formula C2H3NO2S, with properties calculated with ωB97M-V/def2-TZVPD.

Element x y z (Å)
C1 0.7974 0.5407 -0.0618
C2 -0.5859 -0.2450 -0.4580
N1 1.7937 -0.2771 -0.1337
O1 0.7847 1.7579 -0.1292
O2 2.1281 -1.3279 0.3933
S1 -2.0393 0.5740 0.2904
H1 -0.4066 -1.3228 -0.0601
H2 -0.8608 -0.0036 -1.4317
H3 -1.6114 0.3037 1.5907

## Properties
* total charge: 0
* HOMO level (spin up / spin down): -9.67 / -9.41 eV
* LUMO level (spin up / spin down): -2.0 / -2.1 eV
* orbital gap (spin up / spin down): 7.718 / 7.326 eV
* structure (SMILES): O=NC(=O)CS

Run B
Below is one molecule with the formula C2H3NO2S, with properties calculated with ωB97M-V/def2-TZVPD.

Element x y z (Å)
C1 0.9097 -0.4126 0.5056
C2 -0.2560 0.0357 -0.4745
H1 -0.2842 0.2431 1.9520
H2 1.2397 -0.1810 2.5467
H3 0.9528 -0.7701 -1.6664
N1 0.6557 -0.0169 1.7416
O1 1.8680 -0.9587 0.0015
O2 0.0709 -0.2609 -1.6820
S1 -1.6207 0.8028 -0.1104

## Properties
* total charge: 0
* HOMO level: -9.16 eV
* LUMO level: -0.2 eV
* orbital gap: 8.913 eV
* structure (SMILES): NC(=O)C(O)=S

Run C
Below is one molecule with the formula C2H3NO2S, with properties calculated with ωB97M-V/def2-TZVPD.

Element x y z (Å)
C1 -0.2749 -0.9951 0.0576
C2 -1.1742 0.1350 0.0008
H1 0.9684 1.0931 0.1273
H2 -0.7442 -1.9063 0.3386
H3 -3.2183 0.1221 0.1401
N1 1.0243 -1.0636 0.1350
O1 -2.4078 -0.4042 -0.2039
O2 -1.1681 1.4343 0.1412
S1 2.0703 0.3160 -0.0875

## Properties
* total charge: 0
* HOMO level: -9.65 eV
* LUMO level: -0.9 eV
* orbital gap: 8.761 eV
* structure (SMILES): O=C(O)/C=N\S

Run D
Below is a 2-piece molecular cluster, C2H3NO2S overall, with properties calculated with ωB97M-V/def2-TZVPD.

Element x y z (Å)
C1 -0.2471 0.4674 -1.2466
C2 0.8813 0.6192 -0.6212
N1 -1.5692 -1.1977 1.1917
O1 -1.2918 0.1654 -1.5943
O2 -0.7445 -2.4647 -0.7245
S1 -1.9147 -1.7116 -0.2162
H1 1.7994 0.2411 -1.1454
H2 1.0776 1.0971 0.3121
H3 -2.3499 -0.5671 1.4462

## Properties
* total charge: 0
* HOMO level: -9.72 eV
* LUMO level: -0.3 eV
* orbital gap: 9.457 eV

The least stable of them is run A.

Run A
Below is one molecule with the formula C5H9N, with properties calculated with ωB97M-V/def2-TZVPD.

Element x y z (Å)
N1 -2.2948 0.7215 0.4057
C1 -1.7824 -0.6717 0.7197
C2 2.8704 0.6058 -0.7242
C3 1.7486 -0.1365 -0.5788
C4 0.6282 -0.0027 0.3529
C5 -0.4589 -0.7500 -0.0666
H1 -3.2778 0.7290 0.8076
H2 -2.4183 0.9915 -0.6205
H3 -1.8237 -0.7403 1.7703
H4 -2.3719 -1.4475 0.2535
H5 3.2045 0.8268 -1.8103
H6 3.3352 1.1220 0.1252
H7 1.4796 -0.6106 -1.4706
H8 0.3730 0.8609 0.9885
H9 -0.4725 -1.0518 -1.1014

## Properties
* total charge: 0
* HOMO level: -8.26 eV
* LUMO level: 0.6 eV
* orbital gap: 8.905 eV
* structure (SMILES): C=C/C=C/CN

Run B
Below is one molecule with the formula C5H9N, with properties calculated with ωB97M-V/def2-TZVPD.

Element x y z (Å)
C1 1.2513 0.5548 -1.3719
C2 -1.5234 1.2038 0.0706
C3 -0.3538 0.3677 0.4371
C4 0.0103 -0.9994 0.6933
C5 0.5286 -1.8784 1.5749
N1 0.9269 0.2739 0.0234
H1 -0.9324 -1.2009 -0.0079
H2 0.5785 0.0246 -2.0602
H3 2.2793 0.2456 -1.5683
H4 1.1801 1.6307 -1.5513
H5 -2.4329 0.7605 0.4802
H6 -1.6512 1.3201 -1.0105
H7 -1.3799 2.2021 0.4974
H8 1.5931 -1.8525 1.7652
H9 -0.0744 -2.6525 2.0281

## Properties
* total charge: 0
* HOMO level (spin up / spin down): -6.46 / -6.46 eV
* LUMO level (spin up / spin down): 0.7 / 0.7 eV
* orbital gap (spin up / spin down): 7.141 / 7.140 eV

The least stable of them is run B.

Run A
Below is C31H27BrHoIOP as an isolated structure, with properties calculated with ωB97M-V/def2-TZVPD.

Element x y z (Å)
Ho1 10.8039 14.6700 8.0654
O1 11.0208 14.5966 10.3559
C1 10.8604 13.3867 10.0096
C2 10.7430 12.3092 10.9527
C3 10.6972 12.4959 12.3288
C4 10.9046 11.3702 13.1456
C5 11.0108 10.1617 12.5383
C6 10.8631 9.9664 11.1554
C7 10.7717 11.0616 10.3006
P1 10.9020 10.8617 8.4679
C8 9.8142 12.0825 7.6638
C9 8.7735 12.7869 8.2478
C10 8.0261 13.8427 7.6045
C11 8.4473 14.3075 6.2986
C12 9.4476 13.6012 5.7018
C13 10.0754 12.5049 6.3529
C14 9.9785 9.3099 8.1607
C15 10.7757 8.2158 7.8518
C16 10.1908 6.9760 7.7486
C17 8.8595 6.7738 7.9974
C18 8.0657 7.8551 8.2273
C19 8.6022 9.1847 8.1728
H1 10.5930 13.4491 12.7785
H2 10.9804 11.4342 14.2221
H3 10.9672 9.1887 13.0306
H4 10.8339 8.9436 10.7990
H5 8.5381 12.7382 9.2549
H6 7.2933 14.3730 8.1676
H7 8.0466 15.2203 5.9363
H8 9.8267 13.7790 4.7381
H9 10.9942 12.1918 5.8005
H10 11.8666 8.3363 7.8043
H11 10.8925 6.1334 7.4504
H12 8.3718 5.7335 7.9591
H13 7.0158 7.6852 8.3074
H14 7.9965 10.1137 8.3565
C20 7.4932 18.4845 9.5594
C21 8.9074 18.9568 9.2650
C22 8.9124 20.2278 8.4638
C23 9.7268 19.1207 10.5397
C24 9.6599 17.8674 8.4755
C25 10.2922 16.9266 8.0355
H15 6.9620 19.3078 10.0495
H16 7.5595 17.6521 10.2516
H17 6.9843 18.2638 8.6010
H18 8.5973 21.0277 9.1497
H19 8.2227 20.1646 7.6242
H20 9.9524 20.4574 8.2071
H21 9.1963 19.8715 11.2818
H22 10.7008 19.6625 10.3291
H23 9.9276 18.2535 11.1629
Br1 13.5853 16.3103 8.4971
C26 15.0966 15.4214 7.8006
C27 16.2570 16.1154 7.5373
C28 17.3921 15.6026 7.0138
C29 17.4320 14.2307 6.7637
C30 16.2604 13.5331 6.9028
C31 15.0751 14.0873 7.4471
I1 13.5018 12.7119 7.6955
H24 16.2652 17.1495 7.9018
H25 18.2744 16.2201 7.0369
H26 18.3446 13.7654 6.4206
H27 16.2997 12.4989 6.6803

## Properties
* total charge: +1
* HOMO level (spin up / spin down): -10.79 / -10.87 eV
* 2S+1: 5
* LUMO level (spin up / spin down): -3.5 / -3.4 eV
* orbital gap (spin up / spin down): 7.331 / 7.453 eV

Run B
Below is C31H27BrHoIOP as an isolated structure, with properties calculated with ωB97M-V/def2-TZVPD.

Element x y z (Å)
Ho1 11.5155 8.2744 11.1873
O1 10.5967 6.2310 10.0960
C1 10.2189 7.3164 9.6288
C2 9.2326 7.4963 8.6084
C3 8.6919 6.4659 7.8892
C4 7.6186 6.7155 7.0874
C5 7.0371 7.9921 7.1646
C6 7.4967 8.9939 7.9710
C7 8.6395 8.7508 8.7284
P1 9.5768 9.8507 9.8012
C8 8.7510 9.6468 11.4274
C9 8.0189 8.5435 11.8072
C10 7.7563 8.3331 13.1528
C11 8.2574 9.1585 14.1420
C12 8.9863 10.2875 13.7340
C13 9.2823 10.5338 12.4133
C14 9.2074 11.6074 9.3650
C15 10.3432 12.2920 8.9183
C16 10.2779 13.6261 8.4929
C17 9.0754 14.2982 8.5617
C18 7.9225 13.6216 9.0242
C19 7.9811 12.2877 9.3567
H1 9.1315 5.4891 7.9526
H2 7.1755 5.9499 6.4190
H3 6.1909 8.2444 6.5429
H4 6.9766 9.9257 8.0962
H5 7.7088 7.8007 11.1006
H6 7.2440 7.4264 13.4125
H7 8.1289 8.9450 15.1914
H8 9.3250 10.9910 14.4917
H9 9.8019 11.4333 12.1133
H10 11.2863 11.7556 8.8330
H11 11.1773 14.0818 8.1573
H12 8.9793 15.3201 8.2473
H13 6.9728 14.1339 9.0667
H14 7.0357 11.7212 9.6142
C20 16.7071 9.8267 9.2354
C21 16.0105 8.6151 9.8291
C22 16.0865 7.4503 8.8327
C23 16.7204 8.1820 11.1208
C24 14.6119 8.9203 10.1511
C25 13.4392 9.1256 10.4487
H15 17.7353 9.5224 9.1440
H16 16.5742 10.6683 9.9313
H17 16.2661 10.1004 8.2452
H18 17.1405 7.2446 8.6209
H19 15.6199 7.6942 7.8568
H20 15.6161 6.5058 9.1991
H21 17.7662 8.0203 10.9008
H22 16.2759 7.2230 11.4936
H23 16.6784 8.9926 11.9013
Br1 13.0376 9.1303 13.8088
C26 12.7442 8.2174 15.4200
C27 13.2814 8.7646 16.5947
C28 13.1917 8.1010 17.7993
C29 12.5850 6.8586 17.8192
C30 11.9937 6.3168 16.7055
C31 12.0434 7.0399 15.4937
I1 10.9590 6.1819 13.8947
H24 13.7527 9.7524 16.5918
H25 13.6138 8.4846 18.6777
H26 12.6110 6.3472 18.7938
H27 11.3853 5.4144 16.7714

## Properties
* total charge: +1
* HOMO level (spin up / spin down): -10.66 / -10.71 eV
* 2S+1: 5
* LUMO level (spin up / spin down): -3.1 / -3.0 eV
* orbital gap (spin up / spin down): 7.602 / 7.682 eV

The least stable of them is run A.

Run A
Below is a 2-piece molecular cluster, C5H6O2 overall, with properties calculated with ωB97M-V/def2-TZVPD.

Element x y z (Å)
C1 -2.1620 -0.4007 0.0855
C2 -2.1273 0.8559 0.0241
C3 -2.4015 -1.6796 -0.0926
C4 0.8099 1.5344 -0.3383
C5 1.1162 0.2654 0.0518
O1 -2.1438 2.0305 0.0943
O2 1.4377 0.0082 1.3742
H1 -1.7167 -2.3235 -0.5616
H2 -3.3249 -2.0448 0.2011
H3 0.5499 2.0255 -1.1836
H4 0.8314 2.1279 0.5722
H5 1.3353 -0.6105 -0.6101
H6 1.2262 0.8010 1.9683

## Properties
* total charge: 0
* HOMO level: -8.66 eV
* LUMO level: -0.7 eV
* orbital gap: 7.963 eV
* structure (SMILES): C=C=C=O.C=CO

Run B
Below is C5H6O2 as an isolated structure, with properties calculated with ωB97M-V/def2-TZVPD.

Element x y z (Å)
C1 -0.7455 2.0131 0.2047
C2 -0.5669 0.4194 0.4312
C3 -1.0248 -0.7821 0.9321
C4 -0.1129 -0.7573 -0.3471
C5 1.2297 -1.4820 -0.0799
H1 0.1817 2.4283 0.7406
H2 -1.4036 2.7387 0.7960
H3 -0.9030 2.4243 -0.9236
H4 -1.6146 -1.2569 1.6871
H5 -0.6771 -0.9486 -1.2604
H6 1.8080 -1.3576 -2.2093
O1 2.0838 -1.8449 -1.0399
O2 1.7453 -1.5945 1.0684

## Properties
* total charge: 0
* HOMO level: -9.45 eV
* LUMO level: -0.1 eV
* orbital gap: 9.361 eV

Run C
Below is one molecule with the formula C5H6O2, with properties calculated with ωB97M-V/def2-TZVPD.

Element x y z (Å)
O1 -1.6856 1.2083 1.3063
C1 -1.4718 0.6644 0.2481
C2 -0.2198 -0.0762 -0.0760
C3 0.8548 -0.1494 0.9932
C4 1.0699 0.7462 -0.1578
C5 -0.3199 -1.2231 -1.0160
O2 0.6355 -1.8631 -1.3934
H1 -2.2202 0.7237 -0.5689
H2 1.4141 -1.0791 1.0292
H3 0.5724 0.2929 1.9437
H4 1.7516 0.4204 -0.9383
H5 0.9663 1.8186 -0.0202
H6 -1.3472 -1.4836 -1.3499

## Properties
* total charge: 0
* HOMO level: -10.10 eV
* LUMO level: 0.5 eV
* orbital gap: 10.640 eV
* structure (SMILES): O=CC1(C=O)CC1

Run D
Below is C5H6O2 as an isolated structure, with properties calculated with ωB97M-V/def2-TZVPD.

Element x y z (Å)
C1 1.0456 -0.9530 1.4373
O1 0.8869 1.8163 -1.0152
C2 -0.2438 1.4832 -1.2635
C3 -0.7100 0.0375 -1.2413
O2 0.4474 -0.7784 -0.9552
C4 0.0757 -0.6766 0.3668
C5 -1.1353 -0.1290 0.2010
H1 1.0354 -0.1423 2.1687
H2 2.0506 -1.0237 1.0207
H3 -1.0549 2.2289 -1.3859
H4 -1.3030 -0.3023 -2.0969
H5 0.7882 -1.8842 1.9341
H6 -1.8826 0.3235 0.8295

## Properties
* total charge: 0
* HOMO level: -8.93 eV
* LUMO level: 1.0 eV
* orbital gap: 9.936 eV

The least stable of them is run B.

Run A
Below is one molecule with the formula C5H6O2, with properties calculated with ωB97M-V/def2-TZVPD.

Element x y z (Å)
O1 1.3214 1.9773 -0.4533
C1 1.5921 0.8651 -0.0714
C2 0.8517 -0.3734 -0.5144
O2 0.8972 -1.4370 0.4782
C3 -0.3866 -1.7779 0.3477
C4 -1.4093 0.3700 0.5425
C5 -0.6828 -0.5195 -0.4945
H1 2.4364 0.6635 0.6205
H2 1.3209 -0.7475 -1.4344
H3 -1.2207 -0.0480 1.5259
H4 -2.4866 0.3090 0.3752
H5 -1.0829 1.4123 0.5268
H6 -1.1846 -0.6292 -1.4639

## Properties
* total charge: 0
* HOMO level: -8.99 eV
* LUMO level: 0.4 eV
* orbital gap: 9.386 eV

Run B
Below is one molecule with the formula C5H6O2, with properties calculated with ωB97M-V/def2-TZVPD.

Element x y z (Å)
C1 2.5798 0.0302 -0.7306
C2 1.2509 0.0942 -0.6459
C3 0.5156 -0.9896 0.1084
C4 -2.1223 -0.7867 0.4905
C5 -1.0794 -1.2281 -0.3266
O1 0.9222 -1.5606 1.0697
O2 -1.9298 -0.2128 -0.8055
H1 3.0679 0.8704 -1.3340
H2 3.1011 -0.6884 -0.1230
H3 0.7678 0.8000 -1.3129
H4 -3.0426 -1.4498 0.5587
H5 -2.1866 -0.0394 1.3502
H6 -1.3423 -2.0836 -0.8650

## Properties
* total charge: 0
* HOMO level: -9.75 eV
* LUMO level: 0.2 eV
* orbital gap: 9.947 eV
* structure (SMILES): C=CC(=O)[C@H]1CO1

The least stable of them is run A.